{"formula": "C5H9NO", "method": "ωB97M-V/def2-TZVPD", "total_charge": 0, "e_tot_ha": -325.91027, "smiles": "CC1(C)CNC1=O", "max_force_ev_per_a": 0.45, "multiplicity": 1, "elements": ["C", "C", "C", "C", "N", "C", "O", "H", "H", "H", "H", "H", "H", "H", "H", "H"], "positions_angstrom": [[-0.362, -1.082, -1.162], [-0.187, -0.001, -0.100], [-1.503, 0.687, 0.220], [0.750, -0.472, 1.053], [1.796, 0.356, 0.455], [0.949, 0.990, -0.417], [1.052, 1.982, -1.095], [-0.799, -0.667, -2.075], [-1.032, -1.863, -0.784], [0.597, -1.544, -1.421], [-2.264, -0.029, 0.552], [-1.866, 1.171, -0.694], [-1.393, 1.470, 0.978], [0.443, -0.139, 2.050], [0.984, -1.541, 1.076], [2.686, 0.662, 0.819]], "lowdin_charge": [-0.0376, -0.4490, -0.0336, -0.1047, 0.0999, -0.4627, 0.0876, 0.0891, 0.0868, 0.0904, 0.0847, 0.0905, 0.0887, 0.1166, 0.1126, 0.1408]}

=====

{"formula": "C5H9NO", "method": "ωB97M-V/def2-TZVPD", "total_charge": 0, "e_tot_ha": -325.90355, "smiles": "C[C@@H](O)[C@@H](C)C#N", "max_force_ev_per_a": 1.12, "multiplicity": 1, "elements": ["C", "C", "O", "C", "C", "C", "N", "H", "H", "H", "H", "H", "H", "H", "H", "H"], "positions_angstrom": [[-1.149, -1.139, -0.810], [-0.872, -0.033, 0.191], [-1.504, -0.403, 1.400], [0.637, 0.205, 0.456], [1.532, 0.271, -0.786], [0.746, 1.449, 1.238], [0.758, 2.444, 1.829], [-0.814, -0.859, -1.814], [-2.229, -1.312, -0.845], [-0.662, -2.075, -0.516], [-1.301, 0.906, -0.195], [-1.395, 0.316, 2.037], [0.970, -0.618, 1.101], [2.552, 0.550, -0.506], [1.164, 1.007, -1.508], [1.569, -0.708, -1.272]], "lowdin_charge": [-0.0428, -0.4324, -0.0280, -0.3147, -0.0571, -0.2032, 0.1594, 0.0814, 0.0876, 0.0926, 0.1516, 0.0938, 0.1537, 0.0860, 0.0926, 0.0796]}

=====

Values for energy relative to the best compared isomer or geometry (same formula, charge and spin), kJ/mol, ordered as above
71.65 89.28
Values for LUMO, eV, ordered as above
0.8 0.8
Values for HOMO energy, Ha, ordered as above
-0.3531 -0.3957